Computed, not measured: a molecular structure, C33H42Cl3N2O9S6SiSn, with ωB97M-V with the def2-TZVPD basis set.

```
97
Properties=species:S:1:pos:R:3:forces:R:3:lowdin_charge:R:1
Sn -0.03658 0.35242 -0.24811 0.0 0.0 0.0 1.097
H -5.37456 3.89152 0.80945 0.0 0.0 0.0 0.131
H -4.12058 -1.90080 -0.18430 0.0 0.0 0.0 0.094
C -2.34158 2.29387 0.49710 0.1 0.1 0.2 -0.308
C -0.34820 -1.93300 4.97517 0.0 0.1 0.0 -1.504
H -3.81994 -4.43244 1.53997 0.0 0.0 0.0 0.114
C -3.74337 2.52596 0.59865 0.0 0.0 0.0 -0.075
C -3.69557 -2.88060 0.04307 0.0 0.0 0.0 -0.306
H -3.71999 -2.87088 3.43596 0.0 0.0 0.0 0.114
O -1.91141 1.08959 0.37048 -0.1 0.0 -0.2 -0.211
O -5.24372 6.27107 1.18425 0.1 0.0 0.0 0.053
H 2.93868 -0.98633 -3.70970 0.0 0.0 0.0 0.066
C 0.69877 -2.07528 -4.79080 0.0 0.0 0.0 -0.091
H 2.61209 -1.33218 -2.00860 0.0 0.0 0.0 0.040
C -2.55258 1.17896 -2.81590 0.0 0.0 0.0 -0.089
H 0.45475 -2.61594 -1.38914 0.0 0.0 0.0 0.041
H -5.29084 -3.47419 1.38372 0.0 0.0 0.0 0.116
C 0.88626 -1.66923 -3.31950 0.0 0.0 0.1 -0.602
C 1.51094 1.27861 -5.12333 0.0 0.0 0.0 -0.097
H -1.47352 -2.75148 2.63359 0.0 0.0 0.0 0.043
C -0.00619 0.08769 3.33001 -0.1 0.1 0.0 -1.032
O 0.42388 2.44888 -0.40604 0.1 0.1 0.1 -0.273
S -0.27294 -3.39035 5.73660 0.0 0.0 0.0 0.505
H 3.03801 0.86927 -2.83487 0.0 0.1 0.0 0.038
H 1.00707 3.65535 -3.93422 0.0 0.0 0.0 0.089
Cl 6.11470 -3.67777 2.07816 0.0 0.0 0.0 0.635
H -0.55126 2.89185 -4.21990 0.0 0.0 0.0 0.062
O -1.61076 -1.33534 -0.45547 0.0 0.0 0.2 -0.644
C -1.11923 0.38858 4.03372 -0.1 0.0 0.0 -0.993
H -2.05153 2.14758 -2.77769 0.0 0.0 0.0 0.070
C -2.55958 -1.19324 -3.44577 0.0 0.0 0.0 -0.098
C 2.05722 -1.94995 0.83064 0.0 0.1 0.1 -0.507
C -1.52182 3.46288 0.54881 0.1 -0.1 -0.1 -0.047
C -3.65256 -2.45992 2.42918 0.0 0.1 0.0 -0.207
N -4.03098 6.18097 1.07416 0.0 0.0 0.0 -0.361
S 0.70171 1.09270 2.09783 0.1 0.0 0.1 0.709
S -2.20287 1.75341 3.79655 0.0 0.0 0.1 0.853
H 1.12322 -1.35565 -5.49148 0.0 0.0 0.0 0.062
C 2.21118 -3.24532 1.37484 0.0 -0.1 0.0 -0.587
H 5.39218 -1.15551 0.93249 0.0 0.0 0.0 0.103
H -0.75582 3.02449 5.25804 0.0 0.0 0.0 0.040
C 3.42559 -3.77866 1.75842 0.0 0.0 0.0 -0.139
H 2.22640 0.45947 -5.21215 0.0 0.0 0.0 0.063
H -3.52944 1.32737 -3.29179 0.0 0.0 0.0 0.093
H 3.46680 -4.77219 2.18069 0.0 0.0 0.0 0.104
C -1.76430 0.11341 -3.59353 0.0 0.0 0.0 -0.591
O -5.74163 1.60509 -0.05909 0.1 0.0 0.1 0.070
Cl 3.24888 0.33612 -0.03017 0.0 0.0 0.0 0.770
Cl 0.78982 -4.21930 1.59494 0.1 0.0 0.0 0.718
H -0.77303 -2.93038 -2.61481 0.0 0.0 0.0 0.060
C 4.57222 -3.02189 1.60263 0.0 0.0 0.0 -0.680
O 0.87343 -1.50514 0.51335 0.1 -0.2 -0.2 -0.341
H -3.58633 -1.00403 -3.78177 0.0 0.0 0.0 0.089
C 3.27032 -1.24029 0.69389 0.0 0.0 0.0 -0.555
S -1.59284 -0.76650 5.25496 0.0 -0.1 0.0 0.905
H -2.86034 0.46614 -5.40798 0.0 0.0 0.0 0.085
N -4.68342 1.40747 0.51802 0.0 -0.1 0.0 -0.323
S 0.79966 -1.38785 3.80744 -0.1 0.0 0.0 0.943
H -1.40279 1.44404 -5.32328 0.0 0.0 0.0 0.057
H -1.79304 4.02785 4.22168 0.0 0.0 0.0 0.035
O -4.38189 0.34581 1.03338 0.0 0.1 0.0 0.069
H -2.16392 -2.00081 -4.06195 0.0 0.0 0.0 0.065
H -2.73223 0.84528 -1.79415 0.0 0.0 0.0 0.057
O 0.65598 4.36037 0.72822 0.0 -0.1 -0.1 0.067
H -3.82036 -3.55704 -0.80128 0.0 0.0 0.0 0.092
C 2.40259 1.75358 -2.87347 0.0 0.0 0.0 -0.132
C -2.19480 -2.17051 2.06078 0.0 0.1 0.0 -0.304
H 0.67108 1.07160 -5.78659 0.0 0.0 0.0 0.060
H 0.04901 3.09905 -2.56670 0.0 0.0 0.0 0.063
Si 0.07288 0.04314 -2.94530 -0.1 0.0 0.1 0.871
O -3.27057 7.13115 1.13148 0.0 -0.1 0.0 0.065
H 2.79598 -2.65509 -3.15823 0.0 0.0 0.0 0.091
C -2.08146 4.70334 0.75519 -0.1 0.0 0.0 0.073
C -1.81055 0.46227 -5.09275 0.0 0.0 0.0 -0.098
C 2.39332 -1.64350 -3.03064 0.0 0.0 0.0 -0.094
H 2.00950 2.18150 -5.49457 0.0 0.0 0.0 0.085
H -1.93962 -1.11251 2.11957 0.0 0.0 0.0 0.071
H -2.60104 -1.52614 -2.41363 0.0 0.0 0.0 0.042
H -0.34871 -2.22330 -5.05129 0.0 0.0 0.0 0.059
C 0.33625 2.86014 -3.58893 0.0 0.0 -0.1 -0.093
H -1.28956 -0.27456 -5.70770 0.0 0.0 0.0 0.068
H 1.20995 -3.03213 -4.95112 0.0 0.0 0.0 0.086
C -4.30358 3.77376 0.75634 0.0 -0.1 0.0 0.075
H 2.97210 2.54679 -3.37290 0.0 0.0 0.0 0.089
C 4.50133 -1.75220 1.06691 0.0 0.0 0.0 -0.137
S -1.92788 -2.60985 0.31912 0.0 0.1 -0.2 0.996
C 0.29498 -2.79198 -2.45066 0.0 0.0 -0.1 -0.099
C -4.20212 -3.42045 1.37304 0.0 0.0 0.0 -0.226
H -4.22180 -1.53047 2.40078 0.0 -0.1 0.0 0.096
C 1.10033 1.52659 -3.66112 0.1 0.0 0.1 -0.600
C -0.02448 3.43716 0.32391 0.0 0.0 -0.1 -0.631
H -1.42582 5.55921 0.82649 0.0 0.0 0.0 0.133
C -1.14573 3.15137 4.25001 0.0 0.0 0.0 -0.365
H 2.19909 2.09088 -1.85986 0.0 0.0 0.0 0.034
H 0.79642 -3.73156 -2.71427 0.0 0.0 0.0 0.091
C -3.45938 4.85775 0.86384 0.0 0.0 0.0 -0.140
H -0.33554 3.27203 3.53390 0.0 0.0 0.0 0.010
```
Positions in Å, forces in eV/Å.

Properties
Frontier orbital gap (eV): 7.46
Max |F| (eV/Å): 0.334
Charge: -1
Energy above the lowest of the compared OMol25 structures with the same formula, charge and spin (kJ/mol): 49.1
LUMO level (eV): 1.843